1.
{
  "formula": "C12H16Si",
  "method": "the ωB97M-V functional and the def2-TZVPD basis",
  "total_charge": 0,
  "gap_ev": [6.71, 8.09],
  "e_homo_ev": [-7.20, -8.36],
  "e_above_lowest_kcal_mol": 184.5,
  "elements": ["C", "C", "C", "C", "C", "C", "C", "C", "C", "C", "C", "C", "Si", "H", "H", "H", "H", "H", "H", "H", "H", "H", "H", "H", "H", "H", "H", "H", "H"],
  "coordinates": [[-3.99878, -0.47303, -0.19215], [-3.15435, -1.58080, 0.09984], [-3.50970, 0.83157, -0.26540], [-1.81239, -1.43272, 0.24960], [-1.48561, 2.26493, 0.04749], [-2.12026, 1.01559, 0.00104], [-1.42087, -0.11216, 0.26201], [0.66911, 1.08031, 0.65585], [-0.02315, 2.29294, 0.25074], [3.79979, 0.64196, -0.06832], [1.48002, -1.02646, -1.56998], [2.21521, -1.62784, 1.24146], [1.92379, -0.03103, 0.03775], [-5.10368, -0.77622, -0.30158], [-3.58051, -2.48706, 0.18739], [-4.04212, 1.80257, -0.37350], [-1.21861, -2.21691, 0.49527], [-2.12891, 3.24498, -0.02073], [0.38137, 2.99230, -0.50741], [-0.19411, 2.84797, 1.19868], [3.71867, 1.67245, -0.54622], [4.09014, 0.83018, 0.94039], [4.33623, -0.17467, -0.50340], [2.42190, -1.47692, -2.01142], [0.93290, -1.83165, -1.33686], [1.01881, -0.47835, -2.36860], [1.37993, -2.17346, 1.33606], [2.94134, -2.18339, 0.82144], [2.48387, -1.43506, 2.24053]],
  "forces_ev_per_a": [[-1.61, -0.22, 0.01], [-0.32, 3.16, -0.97], [-0.21, -0.06, 0.52], [-0.94, 3.02, 0.25], [-2.09, 1.07, -1.09], [-1.07, 0.65, -0.12], [4.23, -0.11, 0.43], [-2.99, -0.73, -1.50], [-0.67, 1.08, 1.10], [-3.39, 1.61, -0.26], [3.55, 2.73, -0.67], [-0.44, 4.86, -0.50], [2.58, -3.18, 0.45], [1.76, 1.05, 0.05], [-1.44, -3.10, 0.17], [-0.29, -1.27, -0.20], [1.89, -2.12, 0.56], [1.60, -1.97, 0.09], [0.53, -0.43, 0.51], [1.06, 0.63, 0.20], [0.81, -1.55, -0.06], [0.41, -0.07, 0.81], [0.66, 0.09, -0.64], [-0.68, 0.70, 0.56], [-2.45, -2.86, 1.06], [-0.37, 0.38, -0.35], [-3.32, -2.13, -0.05], [2.59, -1.97, -1.63], [0.64, 0.75, 1.29]],
  "nbo_charge": [-0.23, -0.19, -0.16, -0.30, -0.09, -0.26, 0.18, -0.32, -0.64, -1.05, -1.05, -1.00, 1.48, 0.22, 0.20, 0.22, 0.22, 0.21, 0.26, 0.29, 0.23, 0.23, 0.23, 0.23, 0.22, 0.23, 0.21, 0.21, 0.22]
}

=====

2.
{
  "formula": "C12H17AuClI2N2OPSe",
  "method": "the ωB97M-V functional and the def2-TZVPD basis",
  "total_charge": 2,
  "gap_ev": [6.34, 3.54],
  "e_homo_ev": [-13.38, -13.94],
  "e_above_lowest_kcal_mol": 4.1,
  "spin_multiplicity": 3,
  "elements": ["I", "I", "Au", "P", "C", "C", "H", "H", "H", "C", "H", "H", "H", "H", "H", "H", "C", "O", "Cl", "C", "N", "C", "Se", "N", "C", "C", "C", "C", "C", "C", "H", "H", "H", "H", "H", "H", "H", "H"],
  "coordinates": [[1.93320, -4.66712, -1.49563], [-0.65776, -4.82700, -0.85168], [0.07094, -0.00447, -0.00456], [0.03945, 0.55478, -2.29060], [-1.56622, 0.74057, -3.10019], [0.90710, 2.10713, -2.61374], [1.92681, -0.81103, -2.87356], [0.98604, -0.33971, -4.33225], [0.39540, -1.63947, -3.24412], [0.91907, -0.67648, -3.28272], [1.91198, 2.05223, -2.18034], [0.97833, 2.28448, -3.69989], [-1.42691, 0.99968, -4.16489], [-2.14943, 1.53515, -2.61571], [0.36867, 2.94354, -2.14738], [-2.13940, -0.19366, -3.03510], [-1.85486, -0.02694, 0.07841], [-3.03677, -0.05526, 0.13839], [2.38687, 0.04472, -0.10875], [2.27055, -0.83843, 4.39736], [0.90194, -0.24783, 4.35011], [-0.03671, -0.37046, 3.38360], [0.09849, -1.46886, 1.97750], [-1.17621, 0.28773, 3.77398], [-0.95972, 0.84642, 5.06363], [-1.78023, 1.52150, 5.87166], [-1.26123, 1.88300, 7.10246], [0.04337, 1.55453, 7.47382], [0.88380, 0.84890, 6.62561], [0.35919, 0.50984, 5.42890], [3.00832, -0.03641, 4.49840], [2.45682, -1.38442, 3.47478], [2.34941, -1.51939, 5.24855], [-2.06744, 0.33099, 3.27104], [-2.79404, 1.74566, 5.54853], [-1.90454, 2.43537, 7.80355], [0.42534, 1.84670, 8.46298], [1.89908, 0.56252, 6.88345]],
  "forces_ev_per_a": [[-0.27, 0.05, 0.09], [0.25, 0.15, -0.01], [0.44, 0.63, -1.49], [0.69, 0.35, -2.56], [-0.50, 0.00, 0.12], [0.07, 0.33, 0.26], [-0.19, 0.02, -0.12], [-0.08, -0.07, 0.43], [0.11, 0.17, -0.02], [0.13, -0.27, -0.04], [-0.18, 0.03, -0.13], [-0.09, -0.16, 0.39], [0.04, -0.10, 0.47], [0.12, -0.13, -0.17], [0.15, -0.17, -0.14], [0.13, 0.18, -0.08], [-8.31, 0.84, 1.18], [6.23, -0.21, -0.70], [0.36, 0.07, 0.53], [-0.40, 0.22, -0.13], [-0.36, 0.34, 0.95], [-0.49, 1.26, 2.27], [0.98, -2.79, 0.39], [0.82, 0.46, 0.73], [1.44, -1.86, -2.53], [-1.67, 1.07, 1.05], [-0.80, 0.52, 0.46], [0.71, 0.02, 0.69], [0.82, 0.36, 1.21], [-0.51, -1.12, -2.75], [-0.23, -0.10, -0.08], [-0.01, 0.05, 0.04], [-0.17, 0.13, -0.11], [0.68, -0.14, 0.21], [0.12, 0.11, 0.33], [0.44, -0.30, -0.37], [-0.32, -0.13, -0.54], [-0.17, 0.17, 0.18]],
  "nbo_charge": [0.04, -0.01, 0.77, 1.01, -0.98, -0.97, 0.28, 0.27, 0.26, -0.97, 0.28, 0.27, 0.28, 0.26, 0.26, 0.26, 0.41, -0.37, -0.52, -0.42, -0.28, 0.14, 0.41, -0.51, 0.20, -0.24, -0.14, -0.15, -0.21, 0.12, 0.25, 0.24, 0.25, 0.45, 0.25, 0.26, 0.26, 0.25]
}

=====

3.
{
  "formula": "C12H17BMoN6O2",
  "method": "the ωB97M-V functional and the def2-TZVPD basis",
  "total_charge": 2,
  "gap_ev": [4.98, 6.24],
  "e_homo_ev": [-15.95, -16.03],
  "e_above_lowest_kcal_mol": 3.5,
  "spin_multiplicity": 3,
  "elements": ["H", "N", "B", "N", "C", "Mo", "H", "C", "H", "C", "H", "C", "H", "H", "H", "N", "N", "N", "N", "C", "C", "H", "H", "C", "C", "C", "C", "H", "H", "H", "H", "H", "C", "C", "O", "O", "H", "H", "H"],
  "coordinates": [[0.00769, -3.29891, 0.52274], [-0.43389, -1.53766, -0.56648], [-1.37844, 0.24763, -2.11234], [-1.29010, -1.22904, -1.63139], [-1.89972, -2.35502, -2.01354], [0.57438, -0.07425, 0.43309], [-2.58862, -2.34728, -2.84110], [-1.47956, -3.40453, -1.19330], [-1.80802, -4.42459, -1.22272], [-0.56262, -2.86841, -0.29151], [-2.10870, 0.36134, -3.05145], [2.70257, 1.17602, 1.28437], [3.18978, 1.38698, 2.26397], [1.59176, 1.35865, 1.46006], [3.04371, 1.92461, 0.55978], [0.07902, 0.67020, -2.49345], [-1.81930, 1.14695, -0.93339], [1.08180, 0.58261, -1.55487], [-1.05634, 1.10860, 0.25039], [0.60096, 1.09823, -3.65413], [-2.84643, 1.98847, -0.74964], [-0.04024, 1.20714, -4.50893], [-3.55371, 2.17915, -1.53558], [1.95102, 1.31864, -3.46554], [-2.79406, 2.50928, 0.54602], [2.23298, 1.01352, -2.14474], [-1.66820, 1.94603, 1.15277], [2.64653, 1.66511, -4.19680], [-3.47062, 3.19760, 1.01672], [3.14466, 1.07554, -1.57043], [-1.24444, 2.05180, 2.14464], [2.98690, 0.16418, 0.96782], [0.82105, -1.53347, 4.79807], [1.02134, -1.26376, 3.32297], [2.12805, -1.43505, 2.75527], [-0.05700, -0.78365, 2.77499], [1.74628, -1.84063, 5.26689], [0.09814, -2.34660, 4.90081], [0.45143, -0.63542, 5.30995]],
  "forces_ev_per_a": [[-0.16, -0.11, -0.14], [-0.43, 0.66, 0.09], [0.42, -0.02, -0.74], [0.70, -0.28, 0.75], [0.52, 0.48, 0.56], [-1.75, -0.88, 1.10], [-0.12, -0.01, -0.01], [0.66, -0.04, 0.72], [-0.04, -0.16, -0.10], [-0.75, 0.24, -0.81], [0.05, -0.03, 0.20], [-0.16, 0.88, 0.00], [-0.55, -0.49, -0.60], [0.74, 0.29, 0.37], [-0.22, -0.19, 0.17], [0.23, -0.32, 0.45], [0.33, 0.17, 1.04], [0.08, 0.30, 0.41], [-0.14, -0.40, -0.55], [-0.26, -0.30, 0.95], [1.05, -0.69, 0.27], [0.03, 0.08, -0.19], [-0.12, -0.06, -0.17], [0.58, 0.16, 0.05], [1.15, -0.33, 1.01], [-1.10, -0.30, -0.04], [-0.74, 0.05, -0.80], [0.23, 0.13, -0.25], [-0.12, 0.10, -0.07], [0.03, -0.06, -0.24], [-0.22, 0.05, -0.09], [-0.05, -0.26, 0.14], [0.24, -0.19, 0.01], [0.64, 0.26, 0.59], [-1.98, 0.60, -0.76], [1.15, 0.81, -3.08], [0.20, -0.07, -0.04], [-0.06, 0.20, 0.08], [-0.08, -0.29, -0.28]],
  "nbo_charge": [0.27, -0.34, 0.51, -0.31, 0.13, 1.71, 0.27, -0.29, 0.28, 0.05, 0.03, -0.81, 0.33, 0.16, 0.26, -0.31, -0.31, -0.40, -0.34, 0.08, 0.15, 0.26, 0.27, -0.30, -0.28, 0.03, 0.06, 0.28, 0.29, 0.24, 0.27, 0.26, -0.72, 0.80, -0.65, -0.71, 0.25, 0.26, 0.25]
}

=====

4.
{
  "formula": "C12H17BrLiO5",
  "method": "the ωB97M-V functional and the def2-TZVPD basis",
  "total_charge": 1,
  "gap_ev": 7.18,
  "e_homo_ev": -12.05,
  "elements": ["C", "C", "C", "O", "C", "C", "C", "C", "C", "O", "O", "C", "C", "C", "O", "Br", "O", "C", "H", "H", "H", "H", "H", "H", "H", "H", "H", "H", "H", "H", "H", "H", "H", "H", "H", "Li"],
  "coordinates": [[-0.20819, -1.84030, 2.37224], [-0.43731, -1.13970, 1.42706], [-0.58134, -0.25436, 0.24131], [0.12554, 0.92378, 0.58228], [0.51461, 1.66957, -0.56981], [1.70811, 1.04950, -1.31306], [2.94634, 0.85539, -0.43272], [2.84302, -0.29275, 0.60352], [2.86500, -1.68799, -0.01774], [2.90375, -2.70334, 0.63174], [2.91548, -1.75031, -1.36332], [-2.09344, 0.00235, 0.03205], [-2.64012, 1.06461, 1.00185], [-2.92434, 2.39146, 0.31045], [-2.56552, 2.69371, -0.76729], [-4.02001, 3.62760, 1.39024], [-2.80303, -1.20245, 0.27068], [-3.65441, -1.54347, -0.80343], [0.26209, -2.26529, 3.22511], [-0.13269, -0.75276, -0.62512], [0.82351, 2.65589, -0.21681], [-0.32461, 1.76940, -1.26695], [1.42328, 0.15248, -1.86729], [1.98432, 1.77263, -2.09110], [3.78700, 0.61438, -1.09902], [3.22616, 1.77012, 0.09617], [3.77869, -0.25212, 1.20415], [2.02452, -0.19354, 1.31905], [2.70097, -2.66400, -1.61628], [-2.29192, 0.31565, -0.99869], [-1.96369, 1.27248, 1.83711], [-3.58616, 0.74583, 1.44571], [-4.34225, -0.73691, -1.09114], [-3.10733, -1.86503, -1.70137], [-4.27024, -2.38993, -0.49316], [5.11421, -1.81258, 0.34359]],
  "forces_ev_per_a": [[0.64, 0.56, -0.04], [0.23, -0.05, -0.51], [-0.60, -0.56, 1.36], [0.07, 0.19, -0.52], [0.47, -0.14, -0.46], [-0.10, 0.73, 0.06], [-0.07, -0.76, -0.07], [1.19, 0.20, -0.94], [-1.09, 0.41, 0.04], [0.74, -0.30, 0.45], [-0.14, 0.39, 0.08], [-0.56, 0.14, 0.02], [-0.22, 0.68, -0.07], [-0.02, -0.47, 0.76], [0.11, 0.35, -0.55], [0.27, -0.28, -0.17], [0.32, 0.02, -0.43], [-0.56, -0.52, -0.33], [-0.42, -0.40, 0.16], [-0.18, 0.04, -0.06], [-0.28, -0.05, 0.08], [0.06, 0.19, 0.17], [0.13, -0.07, 0.26], [-0.09, -0.07, 0.06], [-0.05, 0.16, 0.11], [-0.24, 0.00, -0.07], [-0.32, 0.05, 0.22], [-0.02, -0.25, -0.15], [0.18, -0.09, -0.06], [0.23, 0.14, 0.12], [-0.05, -0.02, -0.09], [0.14, -0.21, -0.10], [0.19, 0.06, 0.16], [0.12, 0.18, 0.16], [0.14, 0.09, 0.13], [-0.21, -0.32, 0.19]],
  "nbo_charge": [-0.19, -0.05, 0.01, -0.54, -0.08, -0.44, -0.40, -0.53, 0.72, -0.59, -0.68, 0.09, -0.57, 0.57, -0.52, -0.04, -0.53, -0.25, 0.24, 0.20, 0.20, 0.20, 0.21, 0.24, 0.20, 0.23, 0.18, 0.32, 0.52, 0.20, 0.27, 0.27, 0.18, 0.17, 0.21, 0.99]
}

=====

Question: What is the formula in the fourth record?
Answer: C12H17BrLiO5